--- P ---
Here is a cluster of 2 separate species, C3H5O2 in total from the OMol25 dataset. Energies are from ωB97M-V/def2-TZVPD.

Geometry as XYZ:
```
10
Properties=species:S:1:pos:R:3:lowdin_charge:R:1
C 1.870 -0.949 -0.365 -0.02
C -1.180 -0.340 0.248 -0.08
C -1.195 1.038 0.137 0.03
O -1.294 -1.409 0.470 0.41
O 1.217 0.094 -0.333 -0.05
H 2.978 -1.033 -0.606 0.13
H 1.379 -1.850 0.008 0.08
H -0.751 1.519 -0.782 0.15
H -0.784 1.640 1.122 0.23
H -2.238 1.289 0.101 0.12
```

- LUMO energy: -5.3 eV
- Frontier orbital gap: 9.86 eV
- Net charge: +1
- Highest occupied orbital energy: -15.130 eV

--- Q ---
Here is the ion C3H5O2 with charge +1 from the OMol25 dataset. Energies are from ωB97M-V/def2-TZVPD.

Geometry as XYZ:
```
10
Properties=species:S:1:pos:R:3:lowdin_charge:R:1
C -0.633 1.958 -0.108 0.17
C -0.423 -0.492 -0.113 -0.14
C 0.978 -1.590 0.216 0.14
O -1.510 -0.555 -0.510 0.23
O 0.107 1.063 0.239 0.10
H -0.416 2.924 0.135 0.11
H -1.488 1.775 -0.677 0.12
H 1.806 -1.625 -0.523 0.10
H 0.311 -2.470 0.244 0.09
H 1.267 -0.988 1.098 0.08
```

- LUMO energy: -6.1 eV
- Frontier orbital gap: 10.83 eV
- Net charge: +1
- Highest occupied orbital energy: -16.909 eV

Least stable = Q